Entry 1:
# C2H3O2

C2H3O2 in the gas phase at a distorted geometry (the ωB97M-V functional and the def2-TZVPD basis, OMol25).

Positions of all 7 atoms, in Å:
O  -1.1481  -0.5656  -1.3997
C  -0.1775  -0.7790  -0.6503
O  0.7701  -1.6119  -0.3511
C  0.0513  0.4908  0.3131
H  -0.2959  1.4829  0.1443
H  -0.3377  0.4331  1.3644
H  1.1380  0.5497  0.5793

Summary:
Net charge: 0
Highest occupied orbital energy (spin up / spin down) in eV: -11.4 / -10.6
Gap between HOMO and LUMO (spin up / spin down) in eV: 12.226 / 7.039
2S+1: 2

Entry 2:
# C2H5NP2

C2H5NP2 in the gas phase at a distorted geometry (the ωB97M-V functional and the def2-TZVPD basis, OMol25).

Positions of all 10 atoms, in Å:
C  0.5347  0.9533  0.7509
C  -0.8922  -0.7728  -0.6971
N  0.7240  1.2901  -0.6248
P  -0.1684  0.5464  -1.6797
P  -0.0004  -0.7619  1.1142
H  1.4074  1.1381  1.2449
H  -0.2735  1.6060  1.1802
H  -2.0856  -0.9193  -0.7630
H  -0.4306  -1.6621  -1.0954
H  1.1844  -1.4179  0.5698

Summary:
Net charge: 0
Highest occupied orbital energy in eV: -9.3
Gap between HOMO and LUMO in eV: 9.290
SMILES: C1N=PCP1
2S+1: 1

Entry 3:
# C3H8N2O

2 unconnected molecules or ions with the total composition C3H8N2O at a distorted geometry (the ωB97M-V functional and the def2-TZVPD basis, OMol25).

Positions of all 14 atoms, in Å:
C  -1.9142  -0.0716  0.3883
C  1.7530  0.7907  0.4548
N  0.3140  0.1174  -1.4214
C  0.4424  0.2842  -0.0820
O  1.0446  -1.4812  -0.6209
N  -0.6433  0.5550  0.6341
H  0.2518  -2.0338  -0.5256
H  -0.6186  -0.2197  -1.6643
H  -1.8898  -0.9633  -0.2533
H  -2.3246  -0.3813  1.3565
H  -2.6218  0.6494  -0.0322
H  2.5723  0.4860  -0.1939
H  1.9155  0.3874  1.4532
H  1.7188  1.8806  0.5067

Summary:
Net charge: 0
Highest occupied orbital energy (spin up / spin down) in eV: -9.3 / -8.8
Gap between HOMO and LUMO (spin up / spin down) in eV: 8.362 / 7.457
2S+1: 1

Entry 4:
# C14H20N4O5

C14H20N4O5 in the gas phase at a distorted geometry (the ωB97M-V functional and the def2-TZVPD basis, OMol25).

Positions of all 43 atoms, in Å:
O  1.4762  -2.9252  1.1485
O  -2.4373  0.3659  4.1290
O  -0.0838  1.4401  -0.5030
N  0.1379  -1.3210  -2.5898
N  -0.4784  0.7048  -3.3277
O  -0.2634  0.3846  4.9731
O  -0.4688  -1.5039  -3.9089
C  1.5561  -1.7143  0.9865
C  -1.3354  -0.1453  4.2113
C  0.6810  0.6380  -1.1625
C  0.0539  -0.0524  -2.3666
C  -0.9449  -0.2213  -4.1550
N  0.5209  -1.6265  3.2977
N  2.2300  -1.2053  -0.1560
C  -1.7437  0.1588  -5.3623
C  1.2041  -0.7952  2.2306
C  -1.9235  -1.4427  2.0848
C  -1.4415  -2.6114  4.1941
C  3.2059  -1.8632  -1.0368
C  3.4667  -0.8627  -2.0460
C  -1.0082  -1.4339  3.3757
C  3.1624  0.4252  -1.4263
C  2.0319  0.2054  -0.5048
H  0.4975  -0.0796  4.6465
H  0.8266  -2.6399  3.0930
H  -2.4925  0.9155  -5.1252
H  -2.2516  -0.7628  -5.6843
H  -1.0366  0.5290  -6.1555
H  0.6014  0.0940  2.0004
H  2.1868  -0.3934  2.5537
H  -1.6391  -0.6754  1.3746
H  -1.8484  -2.3596  1.6370
H  -2.9194  -1.2129  2.4078
H  -1.1226  -2.7002  5.2856
H  -1.3138  -3.5740  3.7460
H  -2.5459  -2.4542  4.3241
H  2.7959  -2.7730  -1.3517
H  4.1788  -2.0359  -0.5120
H  4.4957  -0.6733  -2.5632
H  2.7290  -0.9428  -2.8354
H  3.0844  1.1531  -2.2418
H  4.0753  0.6597  -0.8251
H  2.1396  0.8401  0.3516

Summary:
Net charge: 0
Highest occupied orbital energy in eV: -9.6
Gap between HOMO and LUMO in eV: 9.105
SMILES: Cc1nc(C(=O)[C@@H]2CCCN2C(=O)CNC(C)(C)C(=O)O)no1
2S+1: 1

Entry 5:
# C29H34N6OS3Ti

A molecular structure, C29H34N6OS3Ti (the ωB97M-V functional and the def2-TZVPD basis, OMol25).

Positions of all 74 atoms, in Å:
Ti  0.0375  -1.2489  -1.2937
C  1.9273  -1.7086  2.6940
C  1.6876  -1.2583  1.2723
N  0.4907  -1.3959  0.7502
N  -0.4979  -1.6718  1.7032
C  -1.6649  -1.9369  1.2455
S  -2.1757  -2.1551  -0.3969
S  -2.9723  -2.0610  2.4267
C  -2.2124  -1.2529  3.8621
C  -2.2074  0.2506  3.7729
C  -3.3814  0.9737  3.9789
C  -3.3736  2.3591  3.9588
C  -2.1922  3.0459  3.7024
C  -1.0261  2.3358  3.4601
C  -1.0334  0.9463  3.5048
C  2.8103  -0.6549  0.5410
C  3.9422  -0.2793  1.2984
C  5.0312  0.3663  0.7612
C  5.0398  0.6620  -0.6018
C  3.9639  0.3122  -1.3798
C  2.8316  -0.3418  -0.8500
O  1.8600  -0.6275  -1.6809
H  1.1546  -2.4057  2.9999
H  1.9171  -0.8733  3.4001
H  2.8991  -2.1923  2.7696
H  -1.2039  -1.6406  3.9808
H  -2.8132  -1.5823  4.7114
H  -4.3060  0.4411  4.1726
H  -4.2898  2.9054  4.1476
H  -2.1826  4.1295  3.6988
H  -0.1019  2.8606  3.2512
H  -0.1250  0.3887  3.3155
H  3.9557  -0.4815  2.3589
H  5.8657  0.6393  1.3930
H  5.8894  1.1646  -1.0476
H  3.9468  0.5228  -2.4420
N  0.0897  -4.6143  -0.2992
C  0.5231  -4.4290  -1.5512
N  0.5616  -3.2695  -2.1606
C  1.0888  -3.4068  -3.4398
C  1.2777  -2.3684  -4.3382
C  1.7984  -2.6537  -5.5897
C  2.1409  -3.9569  -5.9525
C  1.9705  -5.0006  -5.0550
C  1.4446  -4.7037  -3.8074
S  1.1194  -5.7880  -2.4795
H  -0.4938  -3.8781  0.0845
H  -0.0513  -5.5467  0.0436
H  1.0501  -1.3482  -4.0557
H  1.9453  -1.8462  -6.2949
H  2.5460  -4.1551  -6.9355
H  2.2394  -6.0148  -5.3183
C  -3.8676  2.1476  -0.7870
C  -2.7943  2.2462  0.2923
N  -1.4981  2.7216  -0.1891
C  -1.1277  4.0842  0.1689
C  -1.8327  5.1387  -0.6737
C  -0.6861  1.8916  -0.8831
C  0.6639  2.3866  -1.3147
N  -1.0167  0.6708  -1.1704
H  -4.7902  1.7639  -0.3505
H  -3.5779  1.4757  -1.5947
H  -4.0738  3.1252  -1.2235
H  -2.6569  1.2826  0.7974
H  -3.1129  2.9392  1.0681
H  -0.0502  4.1972  0.0876
H  -1.3731  4.2219  1.2250
H  -1.6093  5.0009  -1.7328
H  -1.5079  6.1379  -0.3797
H  -2.9146  5.0867  -0.5459
H  1.3138  2.5462  -0.4517
H  0.5848  3.3262  -1.8621
H  1.1236  1.6325  -1.9465
H  -1.9375  0.4209  -0.8238

Summary:
Net charge: 0
Highest occupied orbital energy (spin up / spin down) in eV: -5.6 / -7.4
Gap between HOMO and LUMO (spin up / spin down) in eV: 6.082 / 7.876
2S+1: 3

Entry 6:
# CI3OP

A molecular structure, CI3OP (the ωB97M-V functional and the def2-TZVPD basis, OMol25).

Positions of all 6 atoms, in Å:
C  1.4271  -1.0608  0.8816
O  -2.5266  1.6474  0.7932
P  -1.5164  0.6440  0.4811
I  -1.0116  0.8099  -1.8767
I  1.2736  -2.6692  -0.4171
I  2.3539  0.6287  0.1379

Summary:
Net charge: 0
Highest occupied orbital energy in eV: -8.9
Gap between HOMO and LUMO in eV: 7.081
2S+1: 1

Copy entry 3 word for word.
# C3H8N2O

2 unconnected molecules or ions with the total composition C3H8N2O at a distorted geometry (the ωB97M-V functional and the def2-TZVPD basis, OMol25).

Positions of all 14 atoms, in Å:
C  -1.9142  -0.0716  0.3883
C  1.7530  0.7907  0.4548
N  0.3140  0.1174  -1.4214
C  0.4424  0.2842  -0.0820
O  1.0446  -1.4812  -0.6209
N  -0.6433  0.5550  0.6341
H  0.2518  -2.0338  -0.5256
H  -0.6186  -0.2197  -1.6643
H  -1.8898  -0.9633  -0.2533
H  -2.3246  -0.3813  1.3565
H  -2.6218  0.6494  -0.0322
H  2.5723  0.4860  -0.1939
H  1.9155  0.3874  1.4532
H  1.7188  1.8806  0.5067

Summary:
Net charge: 0
Highest occupied orbital energy (spin up / spin down) in eV: -9.3 / -8.8
Gap between HOMO and LUMO (spin up / spin down) in eV: 8.362 / 7.457
2S+1: 1